44
Properties=species:S:1:pos:R:3:forces:R:3:mulliken_charge:R:1 method="wB97M-V/def2-TZVPD" multiplicity=1 smiles="CCCCCCCNS(=O)(=O)c1cccc2c(Cl)cccc12" total_charge=0
C -0.694 0.099 -1.315 -0.1 0.1 -0.5 0.324
C 1.081 3.419 -2.293 0.2 -0.2 0.3 -0.467
H 3.227 3.444 -2.056 0.2 -0.1 0.0 0.328
H -1.464 -1.084 -2.938 0.0 0.0 -0.1 0.360
H 3.255 -0.839 0.275 0.1 0.0 -0.1 0.423
C 0.832 2.093 -1.575 -0.3 0.3 -0.4 -0.186
C -0.403 1.371 -2.107 0.2 -0.2 0.4 -1.221
H -2.698 -0.160 -2.077 -0.1 0.0 -0.1 0.346
H 2.349 4.257 -0.760 0.1 0.0 0.1 0.306
C 2.360 0.453 1.726 -0.3 0.2 0.4 -0.745
H -2.701 -2.804 2.610 -0.1 0.0 0.0 0.563
H 3.166 1.168 1.700 0.1 0.1 0.0 0.489
H -0.896 0.761 4.155 0.0 0.1 0.1 0.400
H 0.244 4.094 -2.105 -0.1 0.0 -0.1 0.337
C -2.122 -1.971 -1.088 -0.5 0.4 -0.3 -0.628
C -1.889 -2.095 2.640 0.0 -0.3 -0.2 -0.302
C 0.264 -1.394 1.768 0.3 0.4 0.2 0.592
S -0.951 -3.620 0.615 -0.2 0.0 -0.6 1.387
N -0.934 -2.753 -0.816 0.1 -0.4 0.9 -0.158
O 0.228 -4.435 0.604 0.2 0.1 0.0 -0.723
H 1.405 -2.480 0.319 0.2 0.0 -0.1 0.418
H 1.704 1.447 -1.696 0.1 -0.1 0.1 0.317
H 2.515 5.033 -2.335 0.1 0.1 0.0 0.399
H -2.496 -1.642 -0.117 -0.2 0.1 -0.1 0.360
H -0.615 -3.313 -1.590 0.2 -0.3 0.0 0.288
H 0.215 -0.501 -1.247 0.0 0.1 0.1 0.157
C 2.400 -0.685 0.915 -0.2 -0.3 -0.1 -0.441
H 1.129 3.241 -3.369 -0.1 0.0 -0.1 0.351
H -0.984 0.365 -0.297 0.0 0.0 0.2 0.104
C -0.880 -0.096 3.501 -0.2 -0.1 0.0 -0.998
Cl 1.285 2.059 3.574 0.0 0.2 0.1 -0.268
C 1.298 0.653 2.568 0.3 -0.1 -0.3 0.847
C 1.377 -1.593 0.928 0.3 0.1 0.0 -0.834
C -1.791 -0.751 -1.950 0.2 -0.2 0.5 -1.097
H -1.268 2.038 -2.052 0.0 0.0 -0.1 0.379
C 0.219 -0.262 2.632 0.1 -0.3 -0.2 0.177
C -0.834 -2.276 1.791 -0.4 -0.5 -0.2 -0.138
C 2.374 4.078 -1.832 -0.2 0.1 -0.2 -1.305
H 0.712 2.278 -0.504 0.0 0.0 0.1 0.214
C -1.906 -1.001 3.518 0.2 0.2 0.1 -0.759
H -2.906 -2.575 -1.564 0.1 0.0 0.2 0.330
O -2.219 -4.269 0.809 0.0 0.3 0.1 -0.719
H -2.739 -0.871 4.192 0.0 0.0 0.0 0.419
H -0.248 1.120 -3.158 0.0 0.0 -0.1 0.375

49
Properties=species:S:1:pos:R:3:forces:R:3:mulliken_charge:R:1 method="wB97M-V/def2-TZVPD" multiplicity=1 smiles="CCOC(=O)N1CCN(CCC(=O)Nc2ccc(OC(F)(F)F)cc2)CC1" total_charge=0
C 5.918 -0.856 0.153 0.1 0.0 0.0 -0.546
F 8.517 -1.099 1.499 -0.3 0.2 0.2 -0.248
C -6.216 -2.017 -2.159 0.0 0.1 0.4 -1.109
H -6.027 -0.999 -2.489 0.0 0.0 -0.1 0.310
C 4.538 -0.806 0.071 0.0 0.2 -0.1 -1.121
F 10.058 -0.375 0.193 0.1 0.3 -0.1 -0.280
C 8.768 -0.694 0.238 1.1 -1.3 0.5 0.903
N -1.655 0.823 1.106 -0.1 0.0 0.0 0.146
H 3.967 -1.683 0.342 -0.1 -0.1 0.0 0.297
C 6.650 0.265 -0.194 0.0 0.1 0.0 0.501
O -6.105 0.576 -0.338 -0.3 0.1 -0.3 -0.649
C 1.627 1.325 -0.775 -0.3 -0.4 0.0 0.462
C -6.597 -2.016 -0.685 -0.4 0.0 -0.4 -0.284
H -0.416 1.570 -1.288 0.1 -0.1 -0.1 0.397
H -6.809 -3.028 -0.331 0.0 0.1 0.0 0.308
N 2.489 0.325 -0.410 -0.2 -0.3 0.1 -0.058
H -1.302 -1.206 1.390 0.0 0.0 0.0 0.447
C -3.405 -0.777 1.605 0.3 -0.4 -0.1 -1.114
C -5.384 -0.215 0.224 -0.1 -0.2 0.1 0.827
C -2.049 -0.560 0.925 -0.2 0.0 0.3 -0.403
C 0.176 0.918 -0.646 -0.1 0.2 0.3 -0.449
H 0.031 -0.119 -0.950 0.0 0.0 -0.1 0.255
H 0.335 0.471 1.474 0.0 0.1 0.0 0.371
O -5.525 -1.560 0.138 0.3 0.2 0.1 -0.390
H -2.277 2.744 0.617 0.0 0.0 0.0 0.451
H -3.750 -1.800 1.464 0.1 0.1 0.1 0.478
H -2.143 -0.832 -0.141 0.0 0.0 0.0 0.290
H 4.139 2.364 -1.024 0.0 0.0 0.0 0.543
H -3.305 -0.567 2.675 0.0 -0.1 0.0 0.302
C 3.882 0.347 -0.351 0.5 0.1 0.0 0.602
C -2.613 1.715 0.481 -0.2 0.0 0.2 -0.447
F 8.619 -1.795 -0.523 -0.3 0.1 -0.3 -0.248
H -7.468 -1.374 -0.523 0.1 -0.2 0.0 0.331
C -3.974 1.524 1.151 0.0 0.3 -0.3 -1.243
H 2.074 -0.555 -0.134 0.0 0.2 -0.1 0.168
H -3.902 1.792 2.210 0.0 0.0 -0.1 0.327
C 6.013 1.423 -0.617 0.3 -0.4 0.2 -0.502
H 6.611 2.279 -0.880 0.1 0.1 0.0 0.452
C 4.637 1.468 -0.696 -0.1 0.1 0.0 -0.295
N -4.375 0.138 1.053 0.1 0.0 0.1 0.132
C -0.273 1.111 0.825 0.1 0.0 -0.2 -1.058
H -0.087 2.150 1.107 0.1 0.0 0.0 0.339
H -5.323 -2.616 -2.319 0.1 -0.1 -0.1 0.284
H -2.722 1.518 -0.599 0.0 0.1 0.0 0.317
O 8.058 0.339 -0.153 -0.9 0.7 -0.3 -0.397
O 1.972 2.430 -1.125 0.1 0.3 -0.1 -0.650
H -4.736 2.134 0.666 0.1 0.0 0.1 0.494
H -7.032 -2.432 -2.745 -0.1 -0.1 -0.1 0.380
H 6.389 -1.767 0.484 0.0 0.0 0.0 0.375

45
Properties=species:S:1:pos:R:3:forces:R:3:mulliken_charge:R:1 method="wB97M-V/def2-TZVPD" multiplicity=1 smiles="COCCN(C(=S)Nc1ccc(OC)cc1)[C@H](C)c1cccs1" total_charge=0
C 3.306 -0.978 0.672 -0.1 0.2 -0.1 -0.646
H 4.792 1.768 -1.568 0.1 0.1 -0.1 0.364
H -6.362 0.067 -0.773 -0.2 -0.1 0.0 0.407
H -3.742 -2.931 -0.826 0.0 0.0 0.0 0.284
N 1.098 -0.101 0.376 -0.6 -0.5 0.2 0.100
H 8.267 0.712 -1.299 -0.1 0.1 0.0 0.233
C 3.032 0.970 -0.696 -0.2 -0.2 0.0 -0.648
H -2.899 0.777 2.759 -0.1 -0.1 0.1 0.306
C 0.183 0.894 0.506 -0.1 0.1 0.1 0.516
H -5.172 0.817 -2.987 -0.1 0.0 -0.2 0.468
H -2.312 -1.167 -1.189 0.1 0.0 0.1 0.247
H 7.051 1.954 -0.907 0.0 0.0 0.0 0.337
C -5.367 0.473 -0.833 -0.1 -0.1 -0.2 -0.612
C -4.533 0.667 0.292 0.3 0.1 0.1 -0.407
H -0.568 -1.474 -1.054 -0.1 0.1 0.0 0.267
H -3.055 -4.463 -0.225 -0.1 0.0 0.0 0.265
C 2.475 -0.002 0.123 0.6 0.1 -0.1 0.292
C 4.396 0.993 -0.932 0.4 -0.1 0.0 -0.461
H -1.702 2.459 0.498 -0.2 -0.3 0.1 0.645
O 6.578 -0.031 -0.530 -0.2 -0.2 0.2 -0.456
H -2.530 -0.879 1.223 0.1 -0.1 0.1 0.448
H -4.840 0.432 1.295 0.0 0.0 0.2 0.444
S -3.189 1.468 -1.737 -0.4 -0.1 0.4 -0.108
C -2.540 1.704 2.319 0.1 0.0 -0.3 -1.672
C 5.227 0.035 -0.365 -0.1 -0.1 0.1 0.839
C -2.155 1.523 0.851 -0.1 0.4 0.3 -0.201
H 2.883 -1.756 1.293 0.0 -0.1 0.1 0.338
H -1.667 2.037 2.875 0.1 0.0 0.0 0.380
H 5.309 -1.710 0.859 0.1 -0.1 0.1 0.409
H 0.822 -1.024 0.681 -0.1 0.1 -0.1 0.138
N -1.108 0.510 0.712 0.3 -0.1 -0.2 0.282
H 2.406 1.717 -1.153 0.0 0.0 0.0 0.406
H 6.848 0.925 -2.353 0.0 0.0 0.0 0.330
H -0.881 -1.429 1.512 -0.1 0.0 0.0 0.528
C 4.661 -0.961 0.434 0.2 0.1 -0.2 -0.598
H -3.321 -3.110 0.897 0.0 0.0 0.0 0.256
C 7.204 0.951 -1.318 0.1 0.1 -0.1 -0.826
C -1.519 -0.872 0.813 0.0 -0.5 -0.2 -1.393
C -3.319 1.195 -0.027 0.0 0.1 -0.4 -0.001
S 0.606 2.496 0.463 0.3 0.7 0.0 -0.414
C -4.775 0.853 -1.991 0.3 0.1 -0.1 -0.465
H -3.317 2.459 2.405 -0.1 0.1 0.1 0.423
C -1.530 -1.600 -0.550 0.0 0.2 0.0 -0.004
O -1.711 -2.987 -0.419 0.2 -0.1 0.1 -0.399
C -3.030 -3.380 -0.123 0.0 0.0 0.0 -0.640

46
Properties=species:S:1:pos:R:3:forces:R:3:mulliken_charge:R:1 method="wB97M-V/def2-TZVPD" multiplicity=1 smiles="COCCNC(=O)CSCc1nc(-c2ccc(SC)cc2)oc1C" total_charge=0
H 0.537 2.332 2.686 0.1 0.1 0.1 0.306
H -2.698 3.483 -7.107 0.0 0.0 0.0 0.371
C 1.393 2.114 3.329 -0.2 0.0 0.3 -0.598
H -1.139 -2.780 2.571 0.0 0.0 0.1 0.318
H 2.171 -3.576 0.281 -0.2 -0.1 0.0 0.390
H -2.396 -1.667 1.993 0.0 0.0 0.1 0.352
C -0.441 -0.138 4.097 0.0 -0.1 0.0 -0.391
C 0.334 0.551 -4.512 -0.1 0.1 0.0 -0.912
C 1.780 0.457 1.543 0.4 -0.2 -0.2 0.370
C 2.714 -0.665 1.135 -0.2 -0.4 0.2 -0.761
C -0.872 1.212 -4.750 -0.2 0.2 -0.2 0.977
C 0.494 -0.218 -3.383 -0.1 -0.1 0.2 -0.539
O -1.382 -1.316 -0.400 -0.2 0.3 -0.3 -0.441
C -2.624 2.884 -6.204 0.5 -0.3 0.2 -0.878
H -2.381 -3.343 1.438 -0.1 0.0 0.1 0.420
H -2.559 0.233 -1.996 -0.1 0.0 0.1 0.433
H -3.372 2.097 -6.222 -0.1 0.0 0.0 0.282
H 1.421 -0.733 -3.189 0.1 -0.1 0.0 0.450
H 0.368 -0.810 4.409 0.0 0.0 0.0 0.293
H 2.012 3.013 3.415 -0.1 0.0 0.0 0.402
C -1.750 -2.498 1.718 -0.1 0.1 -0.4 -1.689
N 2.161 1.076 2.682 0.2 0.1 0.3 -0.126
S -0.958 2.162 -6.233 -0.1 0.1 -0.1 -0.048
H -0.406 -0.017 3.011 0.0 0.0 0.0 0.082
O 0.776 0.747 0.927 -0.3 0.1 -0.2 -0.607
C -0.551 -0.343 -2.465 -0.4 0.4 -0.4 0.206
H 2.536 -0.946 0.098 0.1 0.2 0.1 0.341
O -0.361 1.102 4.764 -0.1 0.1 0.1 -0.431
H 0.999 -3.973 1.574 0.1 -0.1 0.0 0.425
C 0.902 1.708 4.732 0.1 0.2 -0.2 -0.498
H -2.853 1.598 -3.998 -0.1 0.0 0.0 0.339
H -1.400 -0.568 4.379 0.0 -0.1 0.0 0.295
H 3.759 -0.404 1.295 0.0 0.0 -0.1 0.512
H -2.738 3.520 -5.330 -0.1 0.1 0.0 0.285
C -0.883 -2.101 0.582 1.0 -0.6 0.3 0.636
H 2.968 0.728 3.177 0.0 0.0 -0.1 0.239
C 0.410 -2.402 0.247 -1.1 0.0 0.3 0.699
N 0.706 -1.790 -0.940 -0.3 0.4 -0.7 -0.487
C -1.751 0.322 -2.706 0.2 -0.2 0.2 -0.906
C -1.913 1.094 -3.839 0.0 0.1 -0.1 -0.374
C -0.376 -1.151 -1.283 0.9 -0.7 0.5 0.507
S 2.344 -2.123 2.180 0.1 -0.1 -0.1 -0.123
C 1.433 -3.175 0.975 0.3 0.3 0.3 -1.138
H 1.135 0.654 -5.228 0.1 0.0 0.0 0.364
H 1.654 1.047 5.195 0.0 0.1 0.0 0.332
H 0.794 2.603 5.349 0.1 -0.1 0.0 0.318

51
Properties=species:S:1:pos:R:3:forces:R:3:mulliken_charge:R:1 method="wB97M-V/def2-TZVPD" multiplicity=1 total_charge=+2
C -2.112 1.495 0.301 0.6 0.2 0.0 -0.721
O -0.539 -0.167 2.224 0.1 0.1 0.6 -0.263
H 0.704 -2.660 -1.217 0.0 0.0 0.0 0.147
H -0.675 0.235 -5.689 0.0 0.0 0.0 0.338
C 0.057 -4.016 0.265 0.1 0.0 0.1 -0.257
O 2.107 -0.124 -0.325 0.0 -0.1 -0.1 -0.569
H 3.822 1.335 2.885 0.0 0.0 0.0 0.444
O -1.053 -1.652 3.826 0.0 0.1 -0.1 -0.660
C -0.410 -3.775 1.548 0.0 0.1 0.1 0.176
H 1.439 0.811 3.137 0.0 0.1 0.0 0.324
C -0.767 -4.870 2.518 0.0 0.1 -0.2 0.423
H 0.242 -4.954 -0.234 0.0 0.0 0.0 0.562
C -2.923 1.359 1.409 -0.1 0.1 0.2 -0.705
C -0.719 1.812 -4.212 0.0 0.0 0.0 -0.552
H 2.729 2.552 2.186 0.0 0.0 0.1 0.365
H -3.860 0.821 1.434 0.0 0.0 0.0 0.511
O -0.384 0.159 -1.356 -0.1 0.2 -0.1 -0.423
C -1.257 -0.529 -3.749 0.1 0.1 0.1 -0.505
H -0.543 3.252 2.714 0.0 0.0 0.0 0.456
H -1.410 2.233 -3.479 0.0 0.0 0.0 0.269
O -0.695 -6.005 2.153 0.0 0.0 0.0 -0.512
C -2.376 2.086 2.508 0.0 0.0 0.0 -0.468
H -1.230 -1.554 -4.112 0.0 0.0 0.0 0.495
H 1.376 1.184 -4.256 0.0 0.0 0.0 0.549
C -0.934 2.309 0.699 -1.0 0.2 -0.1 0.188
O -1.143 -4.511 3.732 -0.1 -0.1 0.2 -0.484
Ta 0.198 0.481 0.539 0.1 -0.6 0.0 2.016
H -2.305 0.671 -5.198 0.0 0.0 0.0 0.368
C -1.208 2.659 2.102 0.1 -0.1 0.0 -0.786
C -0.728 -1.394 2.704 -0.1 -0.3 0.0 0.947
S 0.238 -0.212 -2.747 0.0 0.0 -0.3 0.233
N 0.295 -2.829 -0.311 -0.1 0.0 0.0 -0.328
C 2.498 1.066 -0.096 0.4 -0.1 0.4 0.595
H 2.254 -0.338 2.347 0.0 0.0 0.0 0.320
N 1.918 0.622 2.258 -0.2 0.0 -0.1 -0.765
C -0.423 -2.384 1.643 0.0 -0.1 0.0 -0.300
C 3.728 1.345 0.693 -0.1 -0.1 -0.1 -0.695
O 1.579 1.950 -0.135 0.0 0.3 -0.3 -0.602
H -0.553 3.096 0.056 0.0 -0.1 -0.1 0.729
H -2.806 2.141 3.495 0.0 0.0 0.0 0.504
H 4.216 2.267 0.388 0.0 0.0 0.0 0.337
H -0.516 2.580 -4.956 0.0 0.0 0.0 0.436
H -2.374 1.227 -0.708 -0.1 0.0 0.0 0.658
N -0.003 -1.817 0.513 0.1 0.1 -0.1 -0.044
H 0.963 2.043 -2.757 0.0 0.0 0.0 0.253
C -1.285 0.543 -4.838 0.0 0.0 0.0 -0.742
H 4.419 0.507 0.660 0.0 0.0 -0.1 0.392
H -1.146 -3.552 3.907 0.0 0.0 -0.1 0.379
C 0.579 1.385 -3.536 0.0 -0.1 0.1 -0.620
C 3.092 1.531 2.102 0.0 0.0 -0.1 -0.682
H -2.073 -0.413 -3.035 0.0 0.0 0.0 0.271

47
Properties=species:S:1:pos:R:3:forces:R:3:mulliken_charge:R:1 method="wB97M-V/def2-TZVPD" multiplicity=1 smiles="Cc1cccc(NC(=O)Cn2cnc(S(=O)(=O)N3CCCC3)c2)c1C" total_charge=0
C -4.154 -1.811 0.148 0.0 0.0 0.0 -0.829
N 1.586 2.242 0.125 0.5 0.0 -0.1 0.248
C 3.409 1.113 -0.274 0.2 0.0 0.3 -0.095
C -4.537 -0.571 -0.349 0.1 -0.1 0.1 1.057
C 0.438 2.779 0.805 -0.4 -0.3 0.3 -1.057
H 1.725 -2.655 1.242 0.0 0.0 0.1 0.647
H -6.405 -1.380 -0.994 -0.1 0.0 0.0 0.391
C 3.726 -1.795 1.208 -0.3 -0.1 0.6 -1.055
O 5.434 0.572 1.231 -0.4 -0.1 0.1 -0.688
C -2.386 0.295 0.297 -0.2 -0.3 0.1 0.290
H 3.942 -1.092 2.010 0.0 -0.2 0.1 0.438
O -0.140 0.838 2.088 0.1 -0.1 0.2 -0.620
H -2.628 -2.968 1.100 0.0 -0.1 0.0 0.421
H -5.826 -0.040 -1.982 -0.1 0.0 -0.1 0.366
S 4.921 0.194 -0.054 0.3 0.0 0.1 1.173
H 0.761 3.268 1.726 -0.1 0.0 -0.1 0.352
H -3.768 2.636 -0.029 0.0 0.1 0.0 0.409
C -5.898 -0.420 -0.964 0.0 0.0 0.0 -1.651
C -2.015 -0.949 0.788 0.1 0.0 0.0 -0.727
H 0.937 2.198 -1.917 -0.2 0.1 -0.1 0.429
H -3.511 2.100 -1.701 0.0 0.1 -0.1 0.347
H -1.661 2.092 -0.368 0.2 0.0 0.2 0.275
C 2.247 -1.819 0.780 0.0 0.0 0.1 0.095
C 2.694 1.718 0.723 0.4 -0.1 0.1 -0.087
H 1.824 -2.871 -1.091 0.0 0.0 0.0 0.418
H 4.005 -1.273 -1.971 0.0 -0.2 -0.2 0.385
C 3.783 -1.917 -1.122 -0.2 -0.2 -0.7 -0.824
C -4.026 1.873 -0.765 0.0 -0.2 0.1 -1.713
H -1.040 -1.086 1.223 0.1 0.0 0.0 0.520
H 1.746 -0.902 1.088 0.0 0.0 0.0 -0.292
C 1.674 1.916 -1.191 0.2 -0.1 -0.2 -0.314
H -4.844 -2.639 0.087 -0.1 -0.1 0.0 0.341
O 5.753 0.348 -1.205 -0.4 -0.1 -0.2 -0.682
C -3.651 0.504 -0.266 0.1 0.0 0.1 0.898
N 4.483 -1.409 0.038 0.6 1.1 0.0 -0.047
H -5.091 1.943 -0.951 0.0 0.1 -0.1 0.421
H -6.513 0.268 -0.384 -0.1 0.1 0.0 0.367
H 2.895 1.810 1.768 0.0 0.0 0.3 0.468
H -0.075 3.496 0.161 0.1 0.0 0.0 0.400
N 2.757 1.244 -1.460 0.1 -0.1 -0.6 -0.514
N -1.476 1.375 0.317 -0.5 0.1 -0.4 0.062
H 4.056 -2.793 1.512 0.0 0.1 0.0 0.310
C 2.286 -1.945 -0.753 0.0 -0.1 -0.1 -0.493
H 4.151 -2.926 -1.331 0.0 0.1 0.0 0.377
H 1.765 -1.116 -1.228 0.0 -0.1 0.0 0.160
C -2.909 -1.999 0.718 0.0 0.1 0.0 -0.949
C -0.444 1.560 1.168 0.3 0.7 0.0 0.568

Listing frontier orbital gap for the structures above in their given order: 8.480 9.064 8.381 8.158 7.605 9.181 eV.
Listing energy relative to the best compared isomer or geometry (same formula, charge and spin) for the structures above in their given order: 0.0 1.9 42.6 7.3 47.1 44.1 kcal per mole.
Listing HOMO for the structures above in their given order: -8.76 -8.70 -7.73 -7.53 -15.01 -9.03 eV.